Arrangement one

The following is a quantum chemistry calculation of a structure of composition C36H32Cl2N7O4S6Ta, from OMol25.

Geometry (Å):
Ta -0.8165 1.0090 0.2571
N -1.5473 4.9350 2.4564
C -1.0227 3.7481 2.0666
S -2.0660 2.3640 2.0361
N 0.2406 3.7067 1.7983
N 0.7168 2.4245 1.5271
C 1.9562 2.3356 1.8399
C 2.8536 1.1705 1.8558
C 4.2006 1.4143 2.1139
C 5.0786 0.3479 2.1878
C 4.5806 -0.9336 2.0343
C 3.2182 -1.0823 1.8110
N 2.3758 -0.0640 1.7156
H -2.5381 5.0612 2.3507
H -0.9565 5.7450 2.3649
H 2.4029 3.2529 2.2172
H 4.5467 2.4290 2.2543
H 6.1319 0.5152 2.3699
H 5.2238 -1.8007 2.0932
H 2.7797 -2.0694 1.7014
C -0.3188 -2.1733 5.4334
C -0.2115 -2.8518 4.0753
N -1.4286 -2.7173 3.2845
C -2.4309 -3.7705 3.4722
C -2.2823 -4.8860 2.4495
C -1.6411 -1.7014 2.4348
S -0.4738 -0.4458 2.4263
N -2.8020 -1.8081 1.7417
C -3.2180 -0.9073 0.9002
O -2.5492 0.1199 0.5152
C -4.5513 -1.0583 0.2817
C -4.9267 -0.1883 -0.7401
C -6.1655 -0.3286 -1.3449
C -7.0291 -1.3326 -0.9313
C -6.6557 -2.2011 0.0882
C -5.4184 -2.0685 0.6917
H 0.6026 -2.3199 5.9978
H -1.1426 -2.5896 6.0153
H -0.4852 -1.1034 5.3124
H -0.0321 -3.9221 4.1977
H 0.6172 -2.4341 3.5063
H -3.4194 -3.3259 3.4116
H -2.2972 -4.1551 4.4847
H -2.4538 -4.4977 1.4462
H -3.0039 -5.6792 2.6475
H -1.2822 -5.3212 2.4882
H -4.2422 0.5856 -1.0620
H -6.4530 0.3439 -2.1421
H -7.9960 -1.4411 -1.4054
H -7.3324 -2.9822 0.4087
H -5.1078 -2.7364 1.4827
O -3.2792 3.8281 -5.8007
C -2.8432 3.3465 -4.7937
S -2.6672 1.5952 -4.5335
C -1.9830 1.7111 -2.9302
C -1.8154 2.9339 -2.4196
S -1.0657 3.2139 -0.8781
S -2.3049 4.3002 -3.3943
S -1.4244 0.2998 -2.1049
Cl 6.0969 0.9673 -1.3826
C 4.6830 1.9825 -1.5357
C 4.5786 3.0841 -0.7084
C 3.4491 3.8831 -0.7770
C 2.4707 3.5936 -1.7124
C 2.6132 2.5168 -2.5686
Cl 1.4050 2.2954 -3.7855
C 3.7130 1.6471 -2.4918
N 3.9071 0.5627 -3.3357
C 2.9088 -0.3780 -3.7406
C 2.7349 -0.5781 -5.1057
C 1.7982 -1.4769 -5.5783
C 1.0111 -2.1850 -4.6818
C 1.1956 -2.0097 -3.3233
C 2.1547 -1.1266 -2.8322
C 2.3394 -1.0369 -1.3274
C 1.1662 -0.3650 -0.6897
O 1.1487 0.8935 -0.5179
O 0.1394 -0.9961 -0.3407
H 5.3804 3.2991 -0.0167
H 3.3383 4.7390 -0.1239
H 1.5882 4.2125 -1.8018
H 4.8454 0.1944 -3.3102
H 3.3308 0.0142 -5.7877
H 1.6674 -1.6103 -6.6440
H 0.2570 -2.8730 -5.0402
H 0.5855 -2.5617 -2.6181
H 3.2397 -0.4836 -1.0679
H 2.4085 -2.0446 -0.9185

## Properties
Gap between HOMO and LUMO in eV: 6.105
HOMO in hartree: -0.254
LUMO in Ha: -0.0295

***

Arrangement two

The following is a quantum chemistry calculation of a structure of composition C36H32Cl2N7O4S6Ta, from OMol25.

Geometry (Å):
Ta 0.6630 0.4733 0.0786
N 0.2955 3.8540 -3.1628
C 0.0908 2.7364 -2.4208
S 1.4945 1.9102 -1.8491
N -1.1466 2.3975 -2.1977
N -1.2443 1.2422 -1.4397
C -2.4308 0.7685 -1.4786
C -2.7868 -0.4246 -0.7236
C -4.0118 -1.0559 -0.9140
C -4.2772 -2.2096 -0.2018
C -3.3147 -2.6802 0.6792
C -2.1292 -1.9752 0.8144
N -1.8602 -0.8653 0.1250
H 1.2214 4.0761 -3.4797
H -0.4977 4.2460 -3.6406
H -3.1774 1.2711 -2.0866
H -4.7255 -0.6463 -1.6146
H -5.2137 -2.7342 -0.3301
H -3.4735 -3.5759 1.2620
H -1.3607 -2.2989 1.5004
C -3.3588 2.0538 4.7629
C -1.9815 1.7385 5.3183
N -1.2701 0.7028 4.5617
C -1.2598 -0.6475 5.1189
C -2.4698 -1.4695 4.7027
C -0.7099 0.9947 3.3840
S 0.0472 -0.2717 2.5113
N -0.7786 2.3054 3.0580
C -0.5771 2.7684 1.8619
O -0.4093 2.0760 0.7814
C -0.5968 4.2397 1.6773
C -0.0703 4.7935 0.5155
C -0.0680 6.1689 0.3490
C -0.5937 6.9898 1.3361
C -1.1167 6.4376 2.4987
C -1.1133 5.0647 2.6726
H -3.8273 2.8268 5.3721
H -4.0088 1.1799 4.7713
H -3.2886 2.4243 3.7407
H -2.0548 1.3681 6.3414
H -1.3649 2.6352 5.3277
H -1.2203 -0.5343 6.2033
H -0.3370 -1.1401 4.8165
H -3.3906 -1.0736 5.1298
H -2.3569 -2.4985 5.0436
H -2.5684 -1.4762 3.6173
H 0.3594 4.1482 -0.2353
H 0.3518 6.5974 -0.5508
H -0.5911 8.0635 1.2046
H -1.5227 7.0774 3.2708
H -1.5103 4.6189 3.5735
O 7.6002 1.6765 1.4877
C 6.4418 1.4697 1.2680
S 5.8675 0.1450 0.2259
C 4.1689 0.5097 0.4107
C 3.8316 1.5387 1.1939
S 2.1804 1.9925 1.3870
S 5.1185 2.4386 1.9592
S 2.9604 -0.4180 -0.4056
Cl 3.9621 -5.7626 -2.0733
C 4.0649 -4.1252 -2.6772
C 5.2150 -3.4115 -2.4140
C 5.3301 -2.1080 -2.8685
C 4.2815 -1.5535 -3.5779
C 3.1356 -2.2861 -3.8478
Cl 1.9274 -1.5031 -4.8221
C 2.9832 -3.6056 -3.4084
N 1.9014 -4.4237 -3.6687
C 0.5423 -4.0161 -3.8253
C -0.0734 -4.1835 -5.0601
C -1.3932 -3.8168 -5.2401
C -2.1079 -3.2751 -4.1771
C -1.5005 -3.1323 -2.9446
C -0.1742 -3.5105 -2.7468
C 0.4204 -3.3822 -1.3714
C 0.5032 -1.9721 -0.8860
O 0.6599 -1.7143 0.3463
O 0.4131 -0.9744 -1.6481
H 6.0061 -3.8831 -1.8488
H 6.2215 -1.5334 -2.6693
H 4.3302 -0.5373 -3.9402
H 2.0290 -5.3761 -3.3617
H 0.5152 -4.5728 -5.8787
H -1.8602 -3.9379 -6.2078
H -3.1374 -2.9716 -4.3101
H -2.0606 -2.7191 -2.1132
H 1.4254 -3.8039 -1.2958
H -0.1875 -3.9325 -0.6467

## Properties
Gap between HOMO and LUMO in eV: 6.250
HOMO in hartree: -0.249
LUMO in Ha: -0.0196

***

From most stable to least stable, the computed energies give arrangement two, arrangement one.

***

Arrangement one

The following is a quantum chemistry calculation of a cluster of 2 separate species, C4H12 in total, from OMol25.

Geometry (Å):
C -0.7697 -2.8349 0.9038
C -0.1987 -1.4764 0.7691
H -0.1868 -3.3108 1.6226
H -1.8199 -2.8254 1.2047
H -0.6958 -3.4514 -0.0658
H -0.5222 -0.7075 1.5624
H 0.8990 -1.3007 0.8960
H -0.3622 -1.0353 -0.2431
C 0.5395 1.6980 -1.4439
C 0.3888 2.6413 -0.1952
H 0.5930 2.1386 -2.3895
H 1.3652 0.8886 -1.3526
H -0.2950 1.1004 -1.4549
H 0.1484 1.9502 0.6509
H -0.4956 3.3585 -0.4255
H 1.4120 3.1669 -0.0390

## Properties
<S²>: 0.75
Gap between HOMO and LUMO (spin up / spin down) in eV: 2.865 / 11.858
2S+1: 2
Net charge: -1
HOMO (spin up / spin down) in hartree: 0.054 / -0.272
LUMO (spin up / spin down) in Ha: 0.1596 / 0.1639

***

Arrangement two

The following is a quantum chemistry calculation of a cluster of 2 separate species, C4H12 in total, from OMol25.

Geometry (Å):
C 1.0215 2.0605 0.2670
C 1.4406 0.9928 -0.7439
H 1.7858 2.3012 1.0046
H 0.8027 2.9979 -0.2470
H 0.1159 1.7266 0.7650
H 0.9376 1.1805 -1.6924
H 1.1762 -0.0211 -0.4462
H 2.4903 0.9480 -1.0400
C -1.2306 -1.9924 -0.3715
C -1.2330 -1.0563 0.8549
H -2.2308 -2.0545 -0.7984
H -0.4833 -1.6184 -1.0788
H -0.8887 -3.0063 -0.1447
H -0.3762 -0.4122 1.0148
H -1.3221 -1.6642 1.7644
H -2.1571 -0.4690 0.8571

## Properties
<S²>: 0.75
Gap between HOMO and LUMO (spin up / spin down) in eV: 2.797 / 12.338
2S+1: 2
Net charge: -1
HOMO (spin up / spin down) in hartree: 0.061 / -0.287
LUMO (spin up / spin down) in Ha: 0.1637 / 0.1662

***

From most stable to least stable, the computed energies give arrangement two, arrangement one.

***

Arrangement one

The following is a quantum chemistry calculation of a cluster of 2 separate species, C4H12 in total, from OMol25.

Geometry (Å):
C -2.0582 1.3220 -0.4429
C -0.9107 0.6147 -1.1699
H -3.0358 1.3729 -0.9643
H -2.0373 1.1484 0.6523
H -1.7741 2.4120 -0.5134
H -0.0771 1.2922 -1.2128
H -1.3396 0.4756 -2.1682
H -0.6683 -0.3513 -0.7067
C 1.5785 -0.6993 1.6063
C 1.4800 -1.3630 0.2039
H 2.5506 -0.2346 1.7865
H 0.7927 0.0835 1.5674
H 1.2847 -1.5735 2.1909
H 2.3068 -1.3781 -0.4792
H 1.0414 -2.3713 0.1464
H 0.8664 -0.7499 -0.4964

## Properties
<S²>: 0.75
Gap between HOMO and LUMO (spin up / spin down) in eV: 2.878 / 11.550
2S+1: 2
Net charge: -1
HOMO (spin up / spin down) in hartree: 0.057 / -0.261
LUMO (spin up / spin down) in Ha: 0.1625 / 0.1637

***

Arrangement two

The following is a quantum chemistry calculation of a cluster of 2 separate species, C4H12 in total, from OMol25.

Geometry (Å):
C -1.7466 -1.1283 -1.2537
C -0.4910 -1.7853 -0.6235
H -1.3641 -0.4436 -2.0826
H -2.3032 -1.9246 -1.7659
H -2.3672 -0.6034 -0.5570
H 0.3933 -1.0613 -0.6230
H -0.1635 -2.7123 -1.1092
H -0.7147 -2.0458 0.5081
C 1.2111 2.0525 0.4673
C 1.0144 0.8790 1.3993
H 1.1668 1.7741 -0.6776
H 0.3914 2.7978 0.7127
H 2.1112 2.6237 0.8571
H 1.6349 0.0303 1.0674
H 0.0305 0.4095 1.2868
H 1.2567 1.0482 2.4467

## Properties
<S²>: 0.75
Gap between HOMO and LUMO (spin up / spin down) in eV: 2.904 / 12.025
2S+1: 2
Net charge: -1
HOMO (spin up / spin down) in hartree: 0.056 / -0.275
LUMO (spin up / spin down) in Ha: 0.1624 / 0.1664

***

Arrangement three

The following is a quantum chemistry calculation of a cluster of 2 separate species, C4H12 in total, from OMol25.

Geometry (Å):
C -0.8871 -0.2183 1.8342
C 0.5063 0.0870 2.3892
H -1.4308 -0.9431 2.4474
H -1.5056 0.6811 1.9166
H -0.9272 -0.5927 0.8177
H 0.5678 -0.3272 3.3991
H 0.7185 1.1505 2.4788
H 1.3007 -0.4561 1.8767
C 0.9487 -0.0247 -2.1458
C -0.5719 0.1436 -2.0761
H 1.4068 0.7721 -2.7385
H 1.4258 0.0286 -1.1664
H 1.2359 -0.9882 -2.5676
H -1.0899 -0.6549 -2.6039
H -0.8938 1.0862 -2.5170
H -0.9523 0.1754 -1.0584

## Properties
<S²>: 0.75
Gap between HOMO and LUMO (spin up / spin down) in eV: 2.788 / 12.021
2S+1: 2
Net charge: -1
HOMO (spin up / spin down) in hartree: 0.060 / -0.279
LUMO (spin up / spin down) in Ha: 0.1622 / 0.1631

***

From most stable to least stable, the computed energies give arrangement three, arrangement two, arrangement one.

***

Arrangement one

The following is a quantum chemistry calculation of a cluster of 2 separate species, C4H12 in total, from OMol25.

Geometry (Å):
C 1.6128 -1.8627 1.5632
C 1.3280 -0.3998 1.4919
H 1.1740 -2.4448 2.4835
H 0.9287 -2.3814 0.8296
H 2.5912 -2.1435 1.0865
H 0.8092 -0.2011 0.5483
H 2.2041 0.2416 1.5783
H 0.4743 -0.2274 2.1405
C -0.9417 0.6391 -1.0821
C -1.8854 1.5568 -1.8077
H -0.0005 0.5811 -1.8515
H -0.5879 1.0556 -0.0924
H -1.1827 -0.3457 -0.9893
H -2.9763 1.6024 -1.6713
H -1.6832 2.6186 -1.3362
H -1.8646 1.7111 -2.8913

## Properties
<S²>: 0.75
Gap between HOMO and LUMO (spin up / spin down) in eV: 2.713 / 11.370
2S+1: 2
Net charge: -1
HOMO (spin up / spin down) in hartree: 0.052 / -0.265
LUMO (spin up / spin down) in Ha: 0.1519 / 0.1533

***

Arrangement two

The following is a quantum chemistry calculation of a cluster of 2 separate species, C4H12 in total, from OMol25.

Geometry (Å):
C 1.7354 1.8487 -1.5940
C 0.3483 2.1386 -1.0342
H 2.2932 2.7500 -1.5867
H 2.0915 1.1229 -0.8523
H 1.6067 1.2911 -2.5524
H 0.4783 2.6370 -0.0473
H -0.1278 1.1861 -0.8844
H -0.2192 2.7851 -1.7126
C -1.6567 -2.2973 0.9104
C -0.4307 -1.6765 1.6017
H -2.3228 -1.4623 0.5346
H -1.3490 -3.0198 0.1548
H -2.1871 -2.9036 1.6368
H 0.5459 -2.2776 1.5872
H -0.2585 -0.6496 1.2288
H -0.5475 -1.4728 2.6095

## Properties
<S²>: 0.75
Gap between HOMO and LUMO (spin up / spin down) in eV: 2.862 / 12.383
2S+1: 2
Net charge: -1
HOMO (spin up / spin down) in hartree: 0.055 / -0.291
LUMO (spin up / spin down) in Ha: 0.1598 / 0.1636

***

From most stable to least stable, the computed energies give arrangement two, arrangement one.